Entry 1:
Here is a structure of composition C49H32F6NO11S2 at a distorted geometry from OMol25. Energies are from ωB97M-V/def2-TZVPD.

Summary:
charge = -1
HOMO-LUMO gap = 5.40 eV

```
101
Properties=species:S:1:pos:R:3:forces:R:3:mulliken_charge:R:1
O -7.380 6.383 3.480 0.391 -0.275 -0.619 -0.693
S -7.690 7.773 3.245 0.155 -0.229 1.029 1.289
O -8.636 8.283 4.212 -0.258 0.519 -0.309 -0.697
C -6.125 8.645 3.535 0.170 -0.183 -0.680 -1.063
C -4.972 7.717 3.920 1.034 -0.114 0.659 -0.820
C -4.490 6.911 2.769 0.952 0.133 0.302 0.721
F -4.845 5.616 2.719 -1.340 0.093 -1.024 -0.267
C -3.723 7.432 1.767 -1.461 -0.999 1.347 0.155
F -4.172 7.471 0.514 1.676 -0.778 -0.455 -0.221
F -2.512 7.919 2.042 -0.551 1.551 -0.942 -0.275
N -7.987 8.098 1.708 -0.893 -0.134 0.624 -0.397
S -9.329 8.868 1.306 0.558 1.517 -1.104 1.237
O -9.168 9.253 -0.081 0.037 -0.623 -0.332 -0.791
O -9.679 9.999 2.129 -0.134 -0.368 0.799 -0.674
C -10.803 7.803 1.239 0.266 -0.553 0.117 -1.073
C -10.875 6.500 2.012 -0.559 -0.469 0.106 -0.237
O -9.718 5.735 1.874 0.393 0.398 -0.272 -0.422
C -11.342 6.642 3.489 -0.166 -0.226 -0.011 0.887
F -10.524 6.032 4.350 -0.183 0.350 -0.105 -0.233
F -12.553 5.994 3.615 0.154 0.130 0.020 -0.357
F -11.573 7.902 3.864 0.218 -0.258 0.139 -0.246
H -5.841 9.112 2.597 -0.168 0.187 -0.131 0.441
H -6.299 9.435 4.257 -0.115 -0.063 0.292 0.443
H -4.125 8.360 4.183 -0.001 0.150 0.175 0.416
H -5.188 7.092 4.780 -0.146 -0.079 0.096 0.335
H -11.648 8.425 1.500 -0.001 0.280 0.212 0.408
H -10.931 7.552 0.194 0.321 -0.008 -0.229 0.413
H -11.688 5.928 1.556 -0.328 0.188 -0.002 0.448
H -9.878 4.844 2.184 0.006 -0.179 0.239 0.326
C -4.775 2.950 -1.243 0.039 0.036 0.020 -0.698
C -4.391 3.988 -0.402 -0.062 0.050 -0.012 -0.230
C -3.172 3.939 0.255 -0.172 0.066 -0.088 -0.449
C -2.334 2.847 0.072 0.051 -0.094 0.004 -0.010
C -2.730 1.793 -0.759 0.121 0.038 0.086 0.209
C -3.948 1.855 -1.421 -0.133 0.038 -0.045 -0.589
C -1.870 0.592 -0.932 -0.112 -0.114 -0.136 0.630
O -2.207 -0.323 -1.657 0.024 -0.013 0.005 -0.686
C -0.580 0.533 -0.186 -0.016 0.091 0.060 0.237
C 0.214 -0.602 -0.290 0.121 -0.088 0.021 -0.776
C 1.420 -0.667 0.386 0.044 -0.019 -0.002 -0.287
C 1.843 0.406 1.162 -0.023 -0.011 -0.030 -0.399
C 1.053 1.538 1.273 0.142 -0.061 0.057 -0.773
C -0.164 1.603 0.607 -0.086 -0.050 -0.076 0.099
C -1.017 2.817 0.765 0.000 0.180 0.106 0.485
O -0.643 3.749 1.444 0.034 -0.007 0.004 -0.663
H -5.726 2.997 -1.757 -0.014 0.009 0.006 0.409
H -5.044 4.838 -0.257 -0.007 -0.006 0.039 0.503
H -2.888 4.750 0.910 0.152 -0.072 0.047 0.554
H -4.246 1.044 -2.071 0.084 -0.072 0.029 0.461
H -0.117 -1.433 -0.897 -0.094 0.054 -0.049 0.462
H 2.037 -1.554 0.310 0.022 0.004 0.027 0.535
H 2.789 0.355 1.685 0.004 -0.022 0.010 0.459
H 1.375 2.373 1.880 -0.105 0.066 -0.010 0.461
C 3.845 -6.955 2.401 0.053 -0.035 -0.006 -0.510
C 4.957 -7.782 2.290 -0.043 0.047 0.004 -0.595
C 6.172 -7.264 1.876 -0.045 -0.139 0.038 -0.568
C 6.277 -5.915 1.560 -0.083 0.162 -0.040 0.270
C 5.154 -5.089 1.650 0.127 -0.010 -0.039 0.255
C 3.943 -5.612 2.081 -0.118 -0.086 0.038 -0.705
C 5.233 -3.651 1.268 -0.149 0.089 0.001 0.475
O 4.260 -2.933 1.349 -0.046 0.053 -0.011 -0.679
C 6.535 -3.121 0.774 0.053 -0.116 0.000 0.195
C 6.617 -1.799 0.358 0.033 0.137 -0.049 -0.572
C 7.822 -1.290 -0.094 0.056 -0.040 0.005 -0.607
C 8.954 -2.098 -0.126 -0.057 0.026 0.001 -0.557
C 8.877 -3.418 0.283 0.107 0.086 -0.071 -0.606
C 7.668 -3.937 0.726 -0.176 0.016 0.038 0.454
C 7.591 -5.367 1.129 0.252 -0.216 -0.032 0.664
O 8.578 -6.075 1.099 -0.003 0.003 -0.047 -0.691
H 2.899 -7.361 2.732 -0.011 -0.005 -0.004 0.435
H 4.875 -8.834 2.529 -0.004 -0.009 0.003 0.408
H 7.040 -7.903 1.793 0.076 0.082 -0.013 0.516
H 3.079 -4.967 2.160 0.044 0.087 -0.048 0.520
H 5.736 -1.173 0.386 -0.066 -0.072 0.050 0.586
H 7.882 -0.261 -0.422 0.000 0.011 0.000 0.424
H 9.896 -1.696 -0.474 0.007 0.007 -0.005 0.399
H 9.754 -4.051 0.256 -0.051 -0.096 0.032 0.495
C 8.028 -6.691 -2.388 0.060 0.014 -0.013 -0.430
C 8.467 -6.001 -3.513 -0.060 -0.013 0.038 -0.597
C 7.561 -5.595 -4.478 0.152 0.026 0.030 -0.614
C 6.211 -5.887 -4.327 -0.094 -0.069 0.064 0.326
C 5.774 -6.599 -3.208 -0.057 0.066 -0.105 0.203
C 6.685 -6.991 -2.237 0.185 -0.025 0.130 -0.673
C 4.338 -6.963 -3.045 -0.074 -0.085 0.177 0.578
O 3.958 -7.577 -2.070 0.004 -0.007 0.002 -0.689
C 3.383 -6.557 -4.114 0.100 0.052 -0.082 0.188
C 2.050 -6.929 -4.010 -0.150 -0.023 -0.017 -0.525
C 1.147 -6.547 -4.988 0.023 0.036 -0.048 -0.513
C 1.572 -5.785 -6.071 -0.012 -0.036 0.047 -0.475
C 2.901 -5.415 -6.182 -0.124 0.014 -0.087 -0.543
C 3.813 -5.805 -5.211 0.038 -0.064 0.124 0.174
C 5.245 -5.425 -5.364 0.056 0.114 -0.153 0.576
O 5.617 -4.761 -6.308 0.006 -0.010 -0.015 -0.667
H 8.736 -6.999 -1.630 -0.010 0.018 0.029 0.440
H 9.519 -5.777 -3.634 0.009 0.007 0.006 0.432
H 7.896 -5.053 -5.350 -0.107 0.028 -0.041 0.483
H 6.345 -7.532 -1.364 -0.126 -0.007 -0.039 0.559
H 1.723 -7.518 -3.165 0.098 0.009 0.062 0.483
H 0.110 -6.842 -4.907 -0.012 0.008 0.005 0.401
H 0.863 -5.481 -6.830 -0.009 0.007 -0.003 0.403
H 3.235 -4.825 -7.024 0.110 0.001 0.026 0.475
```
Forces are in eV/Å.



Entry 2:
Here is an isolated molecule of C6H15NO3 at a distorted geometry from OMol25. Energies are from ωB97M-V/def2-TZVPD.

Summary:
energy above the lowest of the compared OMol25 structures with the same formula, charge and spin = 221.6 kJ/mol
HOMO-LUMO gap = 10.04 eV

```
25
Properties=species:S:1:pos:R:3:forces:R:3:mulliken_charge:R:1
C -1.423 1.643 0.245 0.152 0.168 -0.265 -1.041
C -0.806 0.525 1.069 -0.179 -0.316 0.625 -0.460
N 0.367 -0.124 0.437 1.384 -2.609 1.948 -0.078
C 1.515 0.789 0.215 0.173 -0.003 -0.524 -0.425
C 1.975 1.520 1.463 -0.051 0.083 0.179 -1.245
C 0.076 -0.989 -0.862 0.482 -0.460 -0.783 0.496
O 0.286 -0.424 -1.950 0.206 -0.698 0.913 -0.690
O -1.148 -1.585 -0.590 0.012 0.298 0.666 -0.322
C -1.792 -2.187 -1.692 -0.110 -0.098 -0.491 -0.762
H -0.746 2.502 0.148 -0.170 -0.168 0.075 0.273
H -1.671 1.311 -0.770 -0.004 -0.024 0.261 0.292
H -2.335 1.985 0.751 0.223 -0.086 -0.169 0.389
H -0.484 0.901 2.048 -0.029 -0.039 -0.205 0.448
H -1.541 -0.259 1.261 0.181 0.126 -0.145 0.393
H 2.330 0.162 -0.165 -0.253 0.140 -0.004 0.374
H 1.242 1.487 -0.585 0.041 -0.237 0.147 0.396
H 1.266 2.295 1.780 0.169 -0.179 -0.037 0.301
H 2.132 0.825 2.300 -0.005 0.165 -0.159 0.313
H 2.931 2.013 1.246 -0.232 -0.120 0.078 0.410
H -1.183 -2.999 -2.118 -0.110 0.256 0.102 0.284
H -2.730 -2.607 -1.314 0.242 0.117 -0.026 0.237
H -2.011 -1.441 -2.469 0.125 -0.240 0.145 0.301
H 0.839 -1.082 0.978 -1.733 3.164 -1.310 0.476
O 1.120 -2.151 -0.370 -0.679 0.905 -0.988 -0.675
H 1.792 -2.110 -1.058 0.164 -0.146 -0.031 0.312
```
Forces are in eV/Å.



Entry 3:
Here is a cluster of 3 separate species, C5H15N4 in total at a distorted geometry from OMol25. Energies are from ωB97M-V/def2-TZVPD.

Summary:
charge = +1
energy above the lowest of the compared OMol25 structures with the same formula, charge and spin = 285.6 kJ/mol
HOMO-LUMO gap (spin up / spin down) = 8.61 / 8.61 eV

```
24
Properties=species:S:1:pos:R:3:forces:R:3:mulliken_charge:R:1
C -1.395 -1.003 -0.187 0.319 -1.072 -0.292 -0.058
C -3.642 0.192 -0.759 2.535 2.994 -0.912 -1.229
C -1.857 1.038 0.876 2.705 1.870 1.542 -1.308
C -2.081 0.272 -0.384 -0.152 1.242 -2.819 0.804
C 1.068 -0.479 0.068 -2.132 0.770 -0.877 0.120
N -1.657 -2.161 -0.079 0.434 0.322 0.683 -0.265
N 1.832 0.187 -0.765 0.915 -0.654 0.701 -0.322
N 1.438 -1.110 1.143 4.516 -1.884 0.463 -0.336
N 4.537 0.647 -0.405 -2.979 1.748 2.951 -0.856
H -4.184 0.466 0.095 -0.811 0.093 1.356 0.358
H -3.748 1.129 -1.460 -0.202 -2.294 0.867 0.304
H -3.952 -0.749 -1.101 -0.416 -1.014 -0.993 0.402
H -0.721 1.394 0.912 -2.105 -1.320 0.272 0.259
H -2.090 0.303 1.702 0.210 1.462 -0.327 0.373
H -2.312 2.064 0.990 -0.423 -1.520 -0.315 0.376
H -1.564 0.747 -1.303 -0.623 -0.572 1.505 0.282
H -1.246 -3.004 0.313 0.075 0.289 -0.520 0.300
H 1.239 0.671 -1.386 -0.035 0.678 -1.219 0.206
H 2.931 0.372 -0.785 -1.469 -0.323 0.255 0.356
H 2.401 -1.617 1.328 -2.207 1.772 -0.593 0.248
H 0.735 -1.504 1.680 -1.411 -0.851 1.079 0.225
H 4.849 1.603 -0.414 0.807 0.095 -0.950 0.253
H 5.133 -0.057 -0.702 1.754 -1.069 -0.374 0.214
H 4.284 0.598 0.622 0.696 -0.760 -1.484 0.296
```
Forces are in eV/Å.



Entry 4:
Here is a cluster of 2 separate species, H4O2 in total at a distorted geometry from OMol25. Energies are from ωB97M-V/def2-TZVPD.

Summary:
energy above the lowest of the compared OMol25 structures with the same formula, charge and spin = 29.8 kJ/mol
HOMO-LUMO gap = 11.59 eV

```
6
Properties=species:S:1:pos:R:3:forces:R:3:mulliken_charge:R:1
H -1.016 -0.647 -0.373 -1.437 1.508 0.895 0.334
H -1.501 0.832 -0.275 0.005 -0.472 0.104 0.309
H 1.504 0.719 0.433 -0.116 -0.157 -0.118 0.322
H 1.536 -0.847 0.343 -0.873 2.418 -1.388 0.334
O -1.740 -0.061 0.023 1.296 -0.973 -0.947 -0.645
O 1.217 0.004 -0.152 1.126 -2.324 1.454 -0.653
```
Forces are in eV/Å.



Entry 5:
Here is a structure of composition C24H45ClP2V at a distorted geometry from OMol25. Energies are from ωB97M-V/def2-TZVPD.

Summary:
spin multiplicity = 2
charge = +2
expectation value of S² = 0.808
HOMO-LUMO gap (spin up / spin down) = 4.10 / 3.76 eV

```
73
Properties=species:S:1:pos:R:3:forces:R:3:mulliken_charge:R:1
V 1.440 1.060 1.415 -7.445 1.178 -1.785 0.245
C 2.861 1.372 2.849 1.163 -0.191 -0.307 0.022
C 2.375 0.045 3.051 0.439 -0.967 0.608 1.493
C 3.206 0.152 0.903 0.546 0.543 1.121 -0.010
C 3.434 1.421 1.519 1.376 -0.275 0.881 1.118
C 2.549 -0.689 1.850 1.144 -0.434 0.294 0.616
C 2.659 2.469 3.812 0.048 0.666 0.742 -1.865
H 1.613 2.820 3.871 0.226 -0.177 -0.127 0.319
H 3.286 3.338 3.597 -0.066 -0.136 -0.023 0.326
H 2.903 2.107 4.820 -0.006 0.156 -0.205 0.506
C 4.005 2.596 0.806 -0.146 0.843 -0.521 -1.239
H 3.195 3.163 0.293 0.806 -0.340 0.259 -0.196
H 4.724 2.306 0.020 -0.254 -0.022 0.487 0.409
H 4.496 3.296 1.499 -0.159 -0.303 -0.206 0.474
C 3.251 -0.120 -0.541 -0.062 0.400 1.057 -1.130
H 4.080 0.424 -1.017 -0.309 -0.201 0.033 0.476
H 2.313 0.186 -1.049 0.307 -0.377 0.258 0.387
H 3.360 -1.222 -0.675 -0.353 1.045 0.049 -0.049
C 2.159 -2.090 1.586 -0.346 -0.610 -0.277 -1.274
H 2.100 -2.694 2.497 0.073 0.232 -0.093 0.424
H 2.879 -2.553 0.902 -0.079 0.026 0.196 0.386
H 1.180 -2.161 1.102 0.015 0.033 0.029 0.192
C 1.778 -0.552 4.283 -0.343 0.215 0.176 -1.391
H 2.236 -1.523 4.478 0.078 0.021 -0.107 0.419
H 0.706 -0.726 4.156 0.065 0.017 0.035 0.299
H 1.922 0.058 5.176 -0.013 0.069 -0.209 0.382
C -2.187 1.425 -2.210 -0.090 -0.077 0.654 0.341
C -2.890 1.417 -1.062 0.745 -0.359 -0.578 -0.381
C -3.878 0.344 -0.651 0.038 0.225 0.223 -0.760
C -3.820 -1.066 -1.281 -0.350 -0.575 -0.038 -0.828
C -2.491 -1.774 -1.275 0.871 0.445 -0.333 -0.536
C -1.447 -1.542 -2.093 -0.529 0.058 0.530 -0.161
C -1.548 -0.779 -3.392 0.280 0.216 0.031 0.036
C -2.423 0.492 -3.359 0.157 0.107 -0.922 -1.304
H -4.905 0.729 -0.733 0.159 -0.133 -0.096 0.378
H -4.232 -1.076 -2.298 -0.279 -0.130 0.521 0.306
H -3.746 0.176 0.426 0.076 0.236 -0.043 0.280
H -3.461 0.191 -3.492 0.013 0.280 0.345 0.472
H -1.331 2.104 -2.391 -0.716 0.022 0.369 0.057
H -2.700 2.180 -0.297 0.030 -0.215 -0.252 0.347
H -2.205 1.067 -4.273 -0.022 -0.228 0.154 0.479
H -0.534 -0.519 -3.752 -0.447 -0.147 0.095 -0.135
H -0.453 -1.927 -1.826 -0.492 -0.463 -0.316 0.282
H -2.007 -1.462 -4.133 0.425 0.270 0.151 0.302
H -4.417 -1.683 -0.584 -0.351 0.313 -0.809 0.380
H -2.451 -2.575 -0.547 0.588 0.242 0.391 0.434
P 0.764 3.778 0.409 0.157 2.666 -1.334 0.566
C 1.783 5.262 0.934 0.429 -0.314 0.826 -1.259
H 1.442 6.117 0.333 0.177 -0.428 0.236 0.492
H 2.858 5.137 0.763 -0.220 0.014 0.112 0.391
H 1.616 5.505 1.988 0.089 -0.021 -0.109 0.404
C 1.196 4.133 -1.375 0.158 -0.911 -0.337 -1.108
H 0.939 5.185 -1.560 0.157 -0.451 0.093 0.486
H 0.619 3.513 -2.068 0.128 0.051 0.081 0.241
H 2.264 4.003 -1.579 -0.155 -0.082 -0.010 0.419
C -0.740 4.890 0.270 -0.965 -0.462 0.520 -1.236
H -0.409 5.810 -0.235 -0.038 -0.518 0.229 0.465
H -1.133 5.189 1.250 0.025 -0.271 -0.172 0.464
H -1.550 4.465 -0.334 0.175 -0.139 0.261 0.307
P 3.406 -1.556 -2.768 0.208 -1.089 -1.509 0.917
C 3.998 -3.283 -2.636 -0.083 -0.086 -0.210 -1.269
H 4.331 -3.644 -3.620 -0.022 -0.093 0.351 0.425
H 3.181 -3.919 -2.259 0.313 0.116 -0.183 0.368
H 4.835 -3.320 -1.920 -0.245 -0.054 -0.289 0.360
C 2.178 -1.547 -4.113 0.182 -0.200 -0.261 -1.171
H 2.561 -2.109 -4.976 -0.261 0.181 0.027 0.464
H 1.989 -0.503 -4.395 -0.012 -0.293 -0.034 0.347
H 1.240 -1.995 -3.755 0.279 0.087 -0.182 0.269
C 4.876 -0.717 -3.468 -0.112 -0.001 -0.081 -1.447
H 5.192 -1.229 -4.388 0.108 0.278 0.193 0.432
H 5.688 -0.731 -2.727 -0.134 -0.080 -0.285 0.365
H 4.628 0.332 -3.681 0.117 -0.249 -0.100 0.356
Cl -0.801 0.251 1.706 2.738 0.855 -0.271 -0.374
```
Forces are in eV/Å.